1.
Here is a cluster of 4 separate species, C6H6BrIN3O2 in total from OMol25. Energies are from ωB97M-V/def2-TZVPD.

Cartesian coordinates (Å):
C  1.04455  1.66729  -1.03257
C  2.84314  1.36616  0.04101
C  0.72149  0.90282  0.07006
C  -0.95920  -3.30793  -1.23581
C  -0.50386  0.24297  0.63109
C  -1.79191  0.42856  0.00790
N  2.32988  2.00094  -1.02096
N  1.90920  0.76839  0.77708
N  -3.27451  0.77217  1.42279
O  -0.39197  -4.30131  -1.34870
O  -1.42599  -2.26208  -1.29087
Br  1.04195  -2.46939  1.33797
I  -4.97349  0.61998  0.42047
H  0.25921  1.93548  -1.82848
H  3.79491  1.66393  0.40461
H  -0.28333  -0.83982  0.36832
H  -0.48205  0.26901  1.71073
H  -1.94870  0.42887  -1.00039
H  2.09067  0.11394  1.56576

Results
Kohn-Sham gap (spin up / spin down)	0.2565 / 0.2289	Ha
HOMO level (spin up / spin down)	-0.17222 / -0.15612	hartree
lowest unoccupied orbital energy (spin up / spin down)	2.29 / 1.98	eV
strongest force on any atom	6.01	eV/A
multiplicity	1
charge	-1

=====

2.
Here is a cluster of 2 separate species, C3H3ClIN in total from OMol25. Energies are from ωB97M-V/def2-TZVPD.

Cartesian coordinates (Å):
C  0.18142  0.28379  0.30102
C  0.50497  -0.98968  -0.03588
Cl  -0.49952  -2.23691  0.28001
C  1.74618  -1.40064  -0.49946
N  2.60790  -2.01505  -0.92883
H  -0.86052  0.56626  0.55928
H  0.91183  1.02785  0.08490
I  -1.24321  -0.00993  -3.40947
H  0.04642  -0.48675  -2.62047

Results
Kohn-Sham gap	0.3572	Ha
energy above the lowest of the compared OMol25 structures with the same formula, charge and spin	101.6	kJ/mol
HOMO level	-0.36903	hartree
lowest unoccupied orbital energy	-0.32	eV
strongest force on any atom	4.38	eV/A
multiplicity	1